#A
# C2H8N2O2

A 2-piece molecular cluster, C2H8N2O2 overall (ωB97M-V/def2-TZVPD, the Open Molecules 2025 dataset).

Geometry as ORCA input:
```
! wB97M-V def2-TZVPD RIJCOSX def2/J DEFGRID3
* xyz 1 2
N -0.571 0.175 -2.573
C -0.434 -0.343 -1.133
N 0.502 0.364 -0.288
H -1.404 -0.204 -3.136
H 0.221 -0.084 -3.043
H -0.084 -1.381 -1.117
H -1.381 -0.296 -0.572
H 1.142 0.798 -0.941
H 1.061 -0.404 0.147
O 1.444 -0.018 2.246
C 0.455 0.180 2.922
O -0.699 0.361 2.213
H 0.113 0.138 3.983
H -0.366 0.716 1.294
*
```

Computed properties:
E_LUMO (alpha / beta), eV: -3.662 / -9.710
Molar mass, g/mol: 92.10
Expectation value of S²: 0.756
HOMO-LUMO gap (alpha / beta), hartree: 0.402 / 0.174

Results of the Mulliken charge analysis, in e, for atoms 1 through 4: N -0.393; C -0.195; N -0.479; H 0.340

***

#B
# C2H8N2O2

A 2-piece molecular cluster, C2H8N2O2 overall (ωB97M-V/def2-TZVPD, the Open Molecules 2025 dataset).

Geometry as ORCA input:
```
! wB97M-V def2-TZVPD RIJCOSX def2/J DEFGRID3
* xyz 1 2
C 0.674 1.441 2.098
O 1.241 0.145 2.020
H 0.222 1.668 1.158
H -0.083 1.539 2.921
H 1.478 2.158 2.279
H 1.760 -0.034 2.822
N -1.522 -0.987 -1.943
C -0.497 -0.352 -1.151
N 0.038 -1.194 -0.239
O -0.131 0.822 -1.376
H -2.277 -0.326 -2.006
H -1.101 -1.004 -2.911
H 0.621 -0.801 0.441
H -0.175 -2.202 -0.269
*
```

Computed properties:
E_LUMO (alpha / beta), eV: -4.198 / -9.450
Molar mass, g/mol: 92.10
Expectation value of S²: 0.759
HOMO-LUMO gap (alpha / beta), hartree: 0.373 / 0.180

Results of the Mulliken charge analysis, in e, for atoms 1 through 4: C -0.460; O -0.563; H 0.169; H 0.250

***

In terms of stability, #B leads; the second structure lies 29.3 kcal/mol higher.

***

#A
# C3H7NO2S

One molecule with the formula C3H7NO2S (ωB97M-V/def2-TZVPD, the Open Molecules 2025 dataset).

Geometry as ORCA input:
```
! wB97M-V def2-TZVPD RIJCOSX def2/J DEFGRID3
* xyz 0 1
N -0.275 -0.650 1.577
C -0.370 0.203 0.265
C 0.072 -0.791 -0.868
S -1.126 -2.157 -1.324
C 0.664 1.263 0.317
O 1.800 1.127 0.804
O 0.353 2.488 -0.338
H -0.537 -1.518 1.110
H 0.705 -0.644 1.761
H -1.371 0.634 -0.005
H 1.017 -1.350 -0.442
H 0.181 -0.390 -1.871
H -2.235 -1.362 -0.909
H 1.124 3.147 -0.078
*
```

Computed properties:
E_LUMO, eV: 0.592
SMILES string: N[C@H](CS)C(=O)O
Molar mass, g/mol: 121.16
HOMO-LUMO gap, hartree: 0.374

Results of the Mulliken charge analysis, in e, for atoms 1 through 4: N -0.660; C 0.177; C -0.910; S -0.217

***

#B
# C3H7NO2S

A 2-piece molecular cluster, C3H7NO2S overall (ωB97M-V/def2-TZVPD, the Open Molecules 2025 dataset).

Geometry as ORCA input:
```
! wB97M-V def2-TZVPD RIJCOSX def2/J DEFGRID3
* xyz 0 1
O 2.003 0.984 -1.551
C 0.804 0.964 -1.649
O 0.111 0.144 -2.420
N 0.037 1.770 -0.808
S 0.769 2.741 0.432
H 0.537 -0.193 -3.196
H -0.885 2.023 -0.995
H 0.810 1.912 1.504
C -0.612 -1.428 0.834
C -0.838 -1.880 2.070
H 0.421 -1.375 0.501
H -1.408 -1.156 0.124
H -1.693 -2.183 2.640
H -0.055 -2.323 2.516
*
```

Computed properties:
E_LUMO, eV: 0.521
SMILES string: O=C(O)NS.C=C
Molar mass, g/mol: 121.16
HOMO-LUMO gap, hartree: 0.374

Results of the Mulliken charge analysis, in e, for atoms 1 through 4: O -0.555; C 0.667; O -0.434; N -0.276

***

#C
# C3H7NO2S

A 2-piece molecular cluster, C3H7NO2S overall (ωB97M-V/def2-TZVPD, the Open Molecules 2025 dataset).

Geometry as ORCA input:
```
! wB97M-V def2-TZVPD RIJCOSX def2/J DEFGRID3
* xyz 0 1
C 2.179 0.409 0.659
N 1.610 0.437 -0.556
O 1.808 -0.317 -1.521
O 0.644 1.392 -0.715
H 1.881 1.203 1.363
H 3.026 -0.273 0.657
H 0.088 1.319 -0.013
C -1.774 -0.783 -0.653
C -1.372 -0.193 0.748
S -0.118 -0.849 1.544
H -0.979 -1.173 -1.139
H -2.502 -1.529 -0.222
H -2.413 -0.090 -1.398
H -2.079 0.447 1.245
*
```

Computed properties:
E_LUMO, eV: -0.514
SMILES string: C=[N+]([O-])O.CC=S
Molar mass, g/mol: 121.16
HOMO-LUMO gap, hartree: 0.305

Results of the Mulliken charge analysis, in e, for atoms 1 through 4: C -0.709; N 0.658; O -0.623; O -0.322

***

#D
# C3H7NO2S

One molecule with the formula C3H7NO2S (ωB97M-V/def2-TZVPD, the Open Molecules 2025 dataset).

Geometry as ORCA input:
```
! wB97M-V def2-TZVPD RIJCOSX def2/J DEFGRID3
* xyz 0 1
C -0.533 -0.572 -0.396
C -0.418 -1.708 0.492
C -0.422 1.686 -0.853
N 0.100 0.510 -0.238
O 2.472 -0.496 0.092
O 1.251 0.327 2.075
S 1.914 0.653 0.855
H -1.465 -0.683 -1.075
H 0.631 -1.960 0.464
H -1.046 -2.465 0.240
H -0.790 -1.529 1.418
H 0.127 2.283 -1.492
H -1.226 1.500 -1.477
H -0.594 2.453 -0.105
*
```

Computed properties:
E_LUMO, eV: 0.422
Molar mass, g/mol: 121.16
HOMO-LUMO gap, hartree: 0.370

Results of the Mulliken charge analysis, in e, for atoms 1 through 4: C 0.405; C -1.405; C -1.011; N -0.084

***

In terms of stability, #A leads; the second structure lies 12.8 kcal/mol higher.

***

#A
# C3H7NO2S

One molecule with the formula C3H7NO2S (ωB97M-V/def2-TZVPD, the Open Molecules 2025 dataset).

Geometry as ORCA input:
```
! wB97M-V def2-TZVPD RIJCOSX def2/J DEFGRID3
* xyz 0 1
H 0.994 2.789 -0.846
N 0.507 1.979 -0.622
C -0.549 1.862 0.006
S -1.222 -0.085 0.103
O -1.450 -0.404 1.440
O -2.331 -0.153 -0.736
C 0.228 -0.940 -0.631
C 1.052 -1.345 0.571
H -1.270 2.605 0.531
H -0.311 -1.748 -1.097
H 0.659 -0.250 -1.370
H 1.926 -0.700 0.784
H 0.328 -1.288 1.407
H 1.439 -2.322 0.458
*
```

Computed properties:
E_LUMO, eV: 0.931
SMILES string: [H]/N=C/S(=O)(=O)CC
Molar mass, g/mol: 121.16
HOMO-LUMO gap, hartree: 0.378

Results of the Mulliken charge analysis, in e, for atoms 1 through 4: H 0.217; N -0.459; C 0.001; S 0.919

***

#B
# C3H7NO2S

One molecule with the formula C3H7NO2S (ωB97M-V/def2-TZVPD, the Open Molecules 2025 dataset).

Geometry as ORCA input:
```
! wB97M-V def2-TZVPD RIJCOSX def2/J DEFGRID3
* xyz 0 1
C -0.639 -0.803 2.127
S -0.775 -1.943 0.826
O 0.421 -1.286 -0.147
C 0.282 -0.045 -0.742
C 1.517 0.407 -1.411
N -0.901 0.422 -0.620
O -1.149 1.623 -1.324
H 0.361 -0.808 2.358
H -1.245 -1.259 2.863
H -1.270 0.116 2.023
H 1.291 0.753 -2.377
H 1.819 1.270 -0.734
H 2.363 -0.227 -1.459
H -2.076 1.779 -1.383
*
```

Computed properties:
E_LUMO, eV: 0.813
SMILES string: CSO/C(C)=N/O
Molar mass, g/mol: 121.16
HOMO-LUMO gap, hartree: 0.341

Results of the Mulliken charge analysis, in e, for atoms 1 through 4: C -0.811; S -0.015; O -0.414; C 0.979

***

In terms of stability, #A leads; the second structure lies 13.8 kcal/mol higher.

***

#A
# C5H7NO3

One molecule with the formula C5H7NO3 (ωB97M-V/def2-TZVPD, the Open Molecules 2025 dataset).

Geometry as ORCA input:
```
! wB97M-V def2-TZVPD RIJCOSX def2/J DEFGRID3
* xyz 0 1
N -0.046 1.988 -0.664
C -0.531 0.610 -0.779
C 0.666 -0.118 -1.393
C 1.255 -1.120 -0.347
O 2.017 -1.988 -0.642
C 0.321 -1.055 0.819
O 0.748 -1.797 1.929
C -0.704 -0.180 0.803
O -1.570 0.038 1.799
H 0.733 2.176 -0.084
H -0.854 2.437 -0.262
H -1.457 0.495 -1.314
H 1.308 0.692 -1.793
H 0.386 -0.803 -2.215
H 0.095 -1.718 2.655
H -2.368 0.344 1.488
*
```

Computed properties:
E_LUMO, eV: 0.236
SMILES string: N[C@H]1CC(=O)C(O)=C1O
Molar mass, g/mol: 129.12
HOMO-LUMO gap, hartree: 0.331

Results of the Mulliken charge analysis, in e, for atoms 1 through 4: N -0.698; C 0.200; C -0.887; C 0.277

***

#B
# C5H7NO3

One molecule with the formula C5H7NO3 (ωB97M-V/def2-TZVPD, the Open Molecules 2025 dataset).

Geometry as ORCA input:
```
! wB97M-V def2-TZVPD RIJCOSX def2/J DEFGRID3
* xyz 0 1
N -1.891 -1.419 0.738
C -1.888 -0.398 -0.148
O -2.898 0.030 -0.655
C -0.490 0.211 -0.512
C -0.055 1.417 0.257
C 0.636 0.093 0.454
C 2.038 -0.124 -0.173
O 2.838 -0.923 0.243
O 2.290 0.649 -1.242
H -1.046 -1.857 1.056
H -2.769 -1.873 0.935
H -0.298 0.171 -1.576
H -0.692 1.768 1.055
H 0.477 2.193 -0.271
H 0.551 -0.434 1.394
H 3.196 0.495 -1.555
*
```

Computed properties:
E_LUMO, eV: 0.613
SMILES string: NC(=O)[C@H]1C[C@@H]1C(=O)O
Molar mass, g/mol: 129.12
HOMO-LUMO gap, hartree: 0.386

Results of the Mulliken charge analysis, in e, for atoms 1 through 4: N -0.354; C 0.185; O -0.602; C 0.063

***

In terms of stability, #B leads; the second structure lies 53.1 kcal/mol higher.

***

#A
# C24H24F8O24

A 8-piece molecular cluster, C24H24F8O24 overall (ωB97M-V/def2-TZVPD, the Open Molecules 2025 dataset).

Geometry as ORCA input:
```
! wB97M-V def2-TZVPD RIJCOSX def2/J DEFGRID3
* xyz 0 1
O 0.363 4.235 -1.265
C 0.822 3.537 -0.435
O 0.306 3.363 0.822
C 1.076 2.360 1.480
C 2.378 2.326 0.689
F 2.870 1.082 0.572
O 1.943 2.780 -0.586
H 1.235 2.683 2.511
H 0.609 1.375 1.495
H 3.132 3.017 1.070
O -2.651 1.109 -3.443
C -1.855 1.641 -4.139
O -1.909 2.910 -4.571
C -0.915 3.091 -5.565
C 0.075 1.977 -5.263
F 0.983 2.429 -4.333
O -0.735 1.021 -4.622
H -1.311 2.917 -6.572
H -0.492 4.089 -5.560
H 0.593 1.499 -6.087
O 0.706 -3.254 5.479
C 1.014 -2.177 5.101
O 1.937 -1.380 5.665
C 1.920 -0.100 5.042
C 1.096 -0.335 3.773
F 1.913 -0.482 2.675
O 0.471 -1.560 4.006
H 1.385 0.610 5.676
H 2.948 0.198 4.868
H 0.356 0.422 3.536
O -0.962 -2.824 1.309
C -0.915 -1.796 0.732
O -1.139 -0.568 1.282
C -1.571 0.282 0.194
C -0.782 -0.289 -0.958
F 0.482 0.211 -1.034
O -0.748 -1.650 -0.613
H -2.642 0.123 0.084
H -1.353 1.316 0.433
H -1.294 -0.181 -1.912
O 3.554 -3.204 -4.708
C 2.749 -3.693 -3.994
O 2.693 -5.002 -3.652
C 1.543 -5.213 -2.868
C 1.084 -3.829 -2.430
F 1.472 -3.492 -1.164
O 1.823 -2.989 -3.292
H 0.726 -5.661 -3.447
H 1.689 -5.924 -2.056
H 0.012 -3.670 -2.491
O 4.431 2.067 -6.064
C 3.978 1.573 -5.091
O 3.088 0.550 -5.074
C 3.180 -0.058 -3.781
C 3.609 1.125 -2.909
F 4.583 0.737 -2.030
O 4.158 2.040 -3.818
H 2.257 -0.500 -3.429
H 4.004 -0.773 -3.771
H 2.800 1.558 -2.325
O -5.705 -4.250 5.384
C -4.548 -4.103 5.188
O -3.547 -4.616 5.951
C -2.342 -3.988 5.513
C -2.660 -3.728 4.066
F -2.566 -4.894 3.342
O -4.016 -3.379 4.150
H -2.120 -3.053 6.044
H -1.457 -4.583 5.723
H -2.027 -3.004 3.564
O -3.483 5.365 -0.382
C -3.376 4.691 0.578
O -3.855 4.974 1.808
C -3.332 4.048 2.712
C -2.848 2.885 1.852
F -3.772 1.881 1.774
O -2.746 3.467 0.585
H -2.478 4.426 3.291
H -3.999 3.711 3.507
H -1.896 2.504 2.213
*
```

Computed properties:
E_LUMO, eV: -0.550
SMILES string: O=C1OC[C@@H](F)O1.O=C1OC[C@@H](F)O1.O=C1OC[C@@H](F)O1.O=C1OC[C@@H](F)O1.O=C1OC[C@@H](F)O1.O=C1OC[C@@H](F)O1.O=C1OC[C@@H](F)O1.O=C1OC[C@@H](F)O1
Molar mass, g/mol: 848.42
HOMO-LUMO gap, hartree: 0.389

Results of the Mulliken charge analysis, in e, for atoms 1 through 4: O -0.466; C 0.474; O -0.349; C 0.729

***

#B
# C24H24F8O24

A 8-piece molecular cluster, C24H24F8O24 overall (ωB97M-V/def2-TZVPD, the Open Molecules 2025 dataset).

Geometry as ORCA input:
```
! wB97M-V def2-TZVPD RIJCOSX def2/J DEFGRID3
* xyz 0 1
O 11.331 -20.206 -6.816
C 12.090 -19.878 -7.671
O 12.118 -18.604 -8.190
C 12.849 -18.627 -9.402
C 13.683 -19.897 -9.280
F 14.834 -19.658 -8.566
O 12.857 -20.634 -8.439
H 12.162 -18.675 -10.248
H 13.538 -17.808 -9.610
H 13.842 -20.440 -10.206
O 14.081 -21.761 -15.540
C 13.506 -20.983 -14.869
O 12.142 -20.953 -14.694
C 11.769 -19.805 -13.933
C 13.060 -18.976 -13.880
F 13.308 -18.531 -12.603
O 14.015 -19.922 -14.220
H 11.015 -19.211 -14.445
H 11.422 -20.025 -12.929
H 12.961 -18.056 -14.453
O 10.575 -21.084 -10.539
C 9.876 -21.778 -11.200
O 8.881 -22.548 -10.801
C 8.141 -23.126 -11.862
C 9.119 -22.927 -13.045
F 8.438 -22.527 -14.131
O 9.910 -21.813 -12.570
H 7.851 -24.135 -11.573
H 7.222 -22.535 -11.866
H 9.782 -23.771 -13.227
O 21.032 -17.112 -7.466
C 20.188 -17.644 -8.120
O 19.091 -17.104 -8.639
C 18.350 -18.113 -9.388
C 18.935 -19.373 -8.722
F 18.972 -20.447 -9.551
O 20.242 -18.950 -8.456
H 17.281 -18.088 -9.189
H 18.571 -17.952 -10.440
H 18.350 -19.695 -7.856
O 10.001 -18.526 -11.759
C 9.002 -18.292 -12.335
O 8.372 -17.065 -12.293
C 7.116 -17.257 -12.940
C 7.357 -18.421 -13.866
F 7.784 -17.914 -15.074
O 8.433 -19.090 -13.292
H 6.365 -17.547 -12.195
H 6.641 -16.383 -13.379
H 6.472 -19.031 -14.043
O 14.693 -15.375 -8.990
C 14.960 -14.353 -9.536
O 14.465 -13.175 -9.153
C 15.084 -12.104 -9.882
C 16.147 -12.811 -10.712
F 17.373 -12.643 -10.169
O 15.784 -14.183 -10.595
H 14.359 -11.508 -10.426
H 15.619 -11.619 -9.065
H 16.152 -12.556 -11.770
O 5.327 -22.393 -7.900
C 6.329 -22.437 -7.254
O 7.146 -21.415 -6.997
C 8.394 -21.999 -6.598
C 8.030 -23.409 -6.115
F 7.703 -23.464 -4.796
O 6.849 -23.636 -6.851
H 9.037 -22.023 -7.477
H 8.861 -21.423 -5.802
H 8.839 -24.110 -6.324
O 12.078 -26.265 -7.732
C 12.670 -25.407 -7.175
O 12.192 -24.106 -7.025
C 12.822 -23.531 -5.877
C 14.158 -24.209 -6.093
F 14.942 -24.244 -4.976
O 13.788 -25.524 -6.469
H 12.973 -22.462 -6.002
H 12.385 -23.793 -4.913
H 14.776 -23.667 -6.809
*
```

Computed properties:
E_LUMO, eV: 0.064
SMILES string: O=C1OC[C@@H](F)O1.O=C1OC[C@@H](F)O1.O=C1OC[C@@H](F)O1.O=C1OC[C@@H](F)O1.O=C1OC[C@@H](F)O1.O=C1OC[C@@H](F)O1.O=C1OC[C@@H](F)O1.O=C1OC[C@@H](F)O1
Molar mass, g/mol: 848.42
HOMO-LUMO gap, hartree: 0.414

Results of the Mulliken charge analysis, in e, for atoms 1 through 4: O -0.521; C 0.582; O -0.412; C 0.482

***

In terms of stability, #A leads; the second structure lies 33.4 kcal/mol higher.